No. 1
DFT (ωB97M-V with the def2-TZVPD basis set) results for an isolated molecule of C5H12NO3P in a non-equilibrium geometry.

Last column: Mulliken charge in e.
Geometry (Å):
C: 0.824 0.004 1.228  -1.29
C: 1.225 -0.046 -0.968  -1.32
C: 1.838 0.669 0.233  0.31
C: -0.151 -0.501 0.149  0.09
C: -2.572 -0.019 -1.400  -1.02
N: 3.190 0.555 0.467  -0.52
O: -1.512 2.021 -0.062  -0.75
O: -2.448 0.005 1.267  -0.51
O: -0.335 -1.890 0.226  -0.24
P: -1.585 0.560 -0.004  1.20
H: 1.396 -0.763 1.672  0.46
H: 0.440 0.807 1.912  0.36
H: 1.047 0.525 -1.982  0.29
H: 1.721 -1.014 -1.122  0.45
H: 1.406 1.662 0.307  0.37
H: -2.564 0.497 -2.339  0.35
H: -2.563 -1.101 -1.589  0.32
H: -3.656 0.222 -0.921  0.28
H: 3.642 -0.283 0.104  0.30
H: 3.381 0.700 1.403  0.24
H: -0.666 -2.214 -0.633  0.30
H: -2.060 -0.397 2.051  0.34

As for the multiplicity: 3. Its HOMO energy (alpha / beta) is -3.6851 / -9.4275 eV. For the HOMO-LUMO gap (alpha / beta), the calculation gives 4.3 / 6.4 eV. The value obtained for the energy above the lowest of the compared OMol25 structures with the same formula, charge and spin is 165.5 kJ/mol. Its expectation value of S² is 2.005. Its total charge is 0. The total energy is -22294.80459 eV. The LUMO energy (alpha / beta) is 0.0221 / -0.1114 hartree.

No. 2
DFT (ωB97M-V with the def2-TZVPD basis set) results for an isolated molecule of C51H70N4O in a non-equilibrium geometry.

Last column: Mulliken charge in e.
Geometry (Å):
C: 2.138 -3.989 -1.897  -1.71
C: 1.466 -2.880 -2.700  2.26
C: 1.138 -3.365 -4.109  -1.45
C: 2.301 -1.599 -2.785  -0.16
C: 3.588 -1.692 -3.328  -0.84
C: 4.237 -0.555 -3.804  -1.29
C: 3.599 0.689 -3.749  -0.48
C: 2.328 0.812 -3.191  0.35
C: 1.587 2.148 -3.275  2.02
C: 1.940 2.968 -4.518  -2.11
C: 1.741 3.001 -2.026  -1.22
C: 1.762 -0.317 -2.571  -0.01
N: 0.431 -0.169 -2.042  2.41
N: -0.506 0.121 -2.981  -1.10
N: -1.664 -0.353 -2.501  2.16
C: -2.784 -0.461 -3.408  -0.44
C: -3.348 -1.723 -3.693  0.31
C: -2.641 -3.057 -3.445  1.70
C: -2.163 -3.617 -4.789  -1.62
C: -3.569 -4.066 -2.770  -1.60
C: -4.527 -1.770 -4.440  -0.58
C: -5.061 -0.624 -5.005  -1.54
C: -4.382 0.580 -4.880  -0.62
C: -3.203 0.672 -4.137  0.40
C: -2.445 1.995 -4.134  1.88
C: -2.908 2.865 -2.974  -1.34
C: -2.580 2.741 -5.466  -2.00
C: -1.505 -0.820 -1.191  0.43
C: -2.677 -1.131 -0.358  -1.64
C: -0.191 -0.728 -0.918  -0.32
C: 0.550 -0.961 0.382  -2.30
H: 2.348 -3.656 -0.873  0.35
H: 1.476 -4.862 -1.847  0.45
H: 3.079 -4.295 -2.371  0.32
H: 0.526 -2.621 -2.195  -1.00
H: 0.640 -2.574 -4.685  0.24
H: 2.060 -3.631 -4.646  0.40
H: 0.488 -4.248 -4.089  0.41
H: 4.046 -2.674 -3.451  0.38
H: 5.217 -0.639 -4.268  0.39
H: 4.084 1.570 -4.171  0.33
H: 0.526 1.892 -3.382  -0.63
H: 1.891 2.354 -5.424  0.44
H: 1.230 3.798 -4.630  0.41
H: 2.948 3.398 -4.431  0.46
H: 1.544 2.418 -1.122  0.41
H: 2.759 3.406 -1.953  0.39
H: 1.032 3.838 -2.062  0.29
H: -1.769 -2.890 -2.799  -0.59
H: -1.530 -2.888 -5.312  0.31
H: -1.590 -4.540 -4.647  0.43
H: -3.022 -3.841 -5.435  0.43
H: -3.979 -3.667 -1.836  0.30
H: -4.403 -4.322 -3.435  0.32
H: -3.021 -4.987 -2.543  0.45
H: -4.982 -2.743 -4.626  0.32
H: -5.978 -0.677 -5.595  0.38
H: -4.756 1.470 -5.390  0.25
H: -1.386 1.749 -3.997  -0.25
H: -2.796 2.333 -2.021  0.24
H: -2.329 3.798 -2.918  0.39
H: -3.971 3.117 -3.101  0.32
H: -2.362 2.072 -6.307  0.44
H: -3.594 3.144 -5.587  0.43
H: -1.875 3.581 -5.513  0.40
H: -2.366 -1.111 0.695  0.50
H: -3.460 -0.366 -0.481  0.27
H: -3.139 -2.109 -0.555  -0.01
H: -0.062 -1.737 0.889  0.84
H: 1.516 -1.440 0.103  0.49
C: -3.312 5.276 1.084  -0.90
N: -2.993 4.304 2.117  0.13
C: -3.372 4.619 3.474  -1.00
C: -2.269 3.185 1.848  0.93
C: -1.998 2.215 2.854  -1.04
C: -1.062 1.208 2.637  -0.55
C: -0.308 1.166 1.453  0.11
C: 0.855 0.179 1.268  1.74
C: 1.502 -0.182 2.640  -0.96
C: 1.860 -1.499 2.956  -0.31
C: 2.325 -1.846 4.217  -0.63
C: 2.581 -3.294 4.687  2.21
C: 4.088 -3.536 4.835  -1.74
C: 1.985 -4.311 3.720  -1.93
C: 1.943 -3.532 6.064  -1.76
C: 2.689 -0.780 5.134  0.67
O: 3.454 -0.990 6.109  -0.85
C: 2.180 0.567 4.878  -0.05
C: 2.249 1.564 6.062  2.27
C: 1.616 0.962 7.332  -1.74
C: 1.505 2.858 5.757  -1.95
C: 3.712 1.874 6.417  -1.76
C: 1.728 0.838 3.604  -0.46
C: -0.665 2.044 0.422  0.80
C: -1.650 2.999 0.578  -1.18
H: -4.077 4.886 0.391  0.27
H: -3.698 6.180 1.565  0.29
H: -2.425 5.538 0.487  0.30
H: -2.496 4.846 4.101  0.33
H: -4.025 5.491 3.461  0.31
H: -3.895 3.773 3.932  0.33
H: -2.495 2.270 3.826  0.18
H: -0.896 0.465 3.429  0.52
H: 1.652 0.754 0.743  0.26
H: 1.749 -2.277 2.191  0.20
H: 4.483 -2.844 5.586  0.34
H: 4.262 -4.566 5.170  0.48
H: 4.607 -3.369 3.884  0.29
H: 0.905 -4.154 3.610  0.35
H: 2.468 -4.273 2.738  0.27
H: 2.137 -5.319 4.125  0.45
H: 0.869 -3.317 6.035  0.33
H: 2.099 -4.575 6.360  0.48
H: 2.412 -2.890 6.812  0.33
H: 2.159 0.067 7.647  0.31
H: 1.673 1.687 8.152  0.48
H: 0.564 0.704 7.164  0.33
H: 1.957 3.388 4.914  0.33
H: 0.447 2.655 5.548  0.33
H: 1.552 3.515 6.635  0.44
H: 4.230 2.337 5.570  0.33
H: 3.745 2.551 7.278  0.46
H: 4.218 0.941 6.685  0.34
H: 1.496 1.869 3.324  0.37
H: -0.132 2.000 -0.536  -0.47
H: -1.872 3.645 -0.269  0.10

Its HOMO energy is -4.8975 eV. For the HOMO-LUMO gap, the calculation gives 3.4 eV. The value obtained for the energy above the lowest of the compared OMol25 structures with the same formula, charge and spin is 0.0 kJ/mol. Its total charge is 0. The total energy is -62028.44988 eV. The LUMO energy is -0.0536 hartree.

No. 3
DFT (ωB97M-V with the def2-TZVPD basis set) results for a cluster of 2 separate species, CH6N2S2 in total in a non-equilibrium geometry.

Last column: Mulliken charge in e.
Geometry (Å):
C: -0.354 0.842 -0.985  -0.82
N: 0.840 0.725 -0.311  -0.40
N: 0.322 -0.221 2.844  -0.33
S: 0.063 -2.654 0.777  -0.19
S: -0.280 -0.605 1.550  0.24
H: -0.342 1.416 -1.875  0.33
H: -0.752 -0.164 -1.115  0.25
H: -1.012 1.380 -0.315  0.35
H: 1.350 1.541 0.065  0.19
H: 1.316 0.067 -0.844  0.21
H: -1.151 -2.327 0.209  0.18

As for the multiplicity: 3. Its HOMO energy (alpha / beta) is -6.7286 / -8.9727 eV. For the HOMO-LUMO gap (alpha / beta), the calculation gives 7.0 / 6.8 eV. The value obtained for the energy above the lowest of the compared OMol25 structures with the same formula, charge and spin is 0.0 kJ/mol. Its expectation value of S² is 2.029. Its total charge is 0. The total energy is -25780.20254 eV. The LUMO energy (alpha / beta) is 0.0095 / -0.0803 hartree.

No. 4
DFT (ωB97M-V with the def2-TZVPD basis set) results for a structure of composition C34H60N2O2PrSi in a non-equilibrium geometry.

Last column: Mulliken charge in e.
Geometry (Å):
O: 0.425 -2.537 -1.512  -0.20
O: -1.097 -1.899 -3.480  0.60
C: 1.743 -2.668 -2.152  -0.39
C: 2.742 -3.347 -1.252  -1.45
H: 2.053 -1.650 -2.427  0.39
H: 1.585 -3.222 -3.084  0.45
H: 2.830 -2.877 -0.265  0.17
H: 3.718 -3.280 -1.742  0.47
H: 2.498 -4.405 -1.120  0.32
C: -0.241 -3.848 -1.387  -0.31
C: -0.155 -4.738 -2.593  -1.40
H: -1.282 -3.612 -1.137  0.34
H: 0.250 -4.324 -0.531  0.53
H: -0.632 -4.314 -3.478  0.13
H: -0.689 -5.663 -2.364  0.47
H: 0.865 -5.038 -2.842  0.40
C: -2.580 -1.705 -3.068  0.24
C: -0.596 -1.184 -4.712  0.34
C: -3.301 -2.934 -3.520  -1.25
H: -2.901 -0.781 -3.559  0.37
H: -2.545 -1.592 -1.980  -0.04
H: -3.233 -3.050 -4.607  0.26
H: -4.356 -2.832 -3.258  0.48
H: -2.921 -3.841 -3.034  0.26
C: -1.029 -1.967 -5.915  -1.45
H: 0.486 -1.159 -4.590  0.28
H: -1.008 -0.170 -4.685  0.07
H: -0.740 -3.025 -5.865  0.29
H: -0.537 -1.538 -6.791  0.44
H: -2.108 -1.898 -6.070  0.36
H: -0.481 -1.800 -2.670  -0.08
N: 1.528 1.197 2.244  0.82
C: 1.403 2.483 2.593  0.73
C: 0.240 3.238 2.372  -1.38
C: -1.051 2.795 2.037  1.13
C: 2.593 3.183 3.183  -1.60
H: 3.400 3.253 2.434  0.25
H: 2.966 2.639 4.062  0.29
H: 2.299 4.192 3.486  0.50
C: -2.128 3.842 1.866  -1.76
H: -2.905 3.723 2.637  0.39
H: -2.605 3.773 0.873  0.19
H: -1.691 4.845 1.973  0.49
N: -1.383 1.498 1.934  1.08
C: 2.737 0.467 2.528  -0.34
C: 3.741 0.355 1.539  1.49
C: 3.621 1.043 0.212  -0.94
C: 4.857 -0.441 1.795  -0.80
H: 5.615 -0.538 1.014  0.49
C: 5.012 -1.087 3.023  -0.90
H: 5.896 -1.684 3.219  0.43
C: 4.032 -0.944 4.012  -0.95
H: 4.135 -1.432 4.980  0.43
C: 2.891 -0.177 3.776  0.82
C: 1.811 -0.097 4.809  -1.09
C: -2.694 1.078 2.325  -0.31
C: -3.697 0.899 1.353  1.03
C: -3.441 1.245 -0.088  -1.30
C: -4.959 0.449 1.752  -0.91
H: -5.730 0.305 0.993  0.47
C: -5.220 0.191 3.101  -0.87
H: -6.214 -0.145 3.409  0.40
C: -4.219 0.365 4.054  -0.94
H: -4.405 0.140 5.109  0.41
C: -2.956 0.830 3.694  0.84
C: -1.884 1.060 4.721  -1.01
Pr: 0.157 -0.217 0.896  0.74
H: 3.350 0.322 -0.581  0.20
H: 4.599 1.472 -0.066  0.53
H: 2.893 1.865 0.183  -0.69
H: 1.409 0.918 4.935  0.25
H: 2.217 -0.418 5.780  0.55
H: 0.971 -0.773 4.572  0.13
H: -4.014 0.568 -0.737  0.42
H: -2.386 1.167 -0.389  -0.10
H: -3.762 2.272 -0.328  0.35
H: -0.955 0.527 4.475  -0.13
H: -2.213 0.697 5.706  0.47
H: -1.633 2.124 4.843  0.30
H: 0.339 4.305 2.554  0.26
C: 0.274 0.538 -1.581  0.68
Si: 0.455 2.320 -2.131  0.23
H: 1.113 -0.104 -1.872  -0.40
H: -0.636 0.116 -2.029  -0.55
C: 1.687 2.400 -3.564  -1.20
C: 1.010 3.679 -0.951  -0.97
C: -1.241 2.881 -2.744  -1.04
H: -1.803 2.037 -3.164  0.14
H: -1.114 3.636 -3.533  0.43
H: -1.832 3.331 -1.934  0.26
H: 2.661 1.986 -3.265  0.32
H: 1.840 3.442 -3.879  0.36
H: 1.310 1.833 -4.425  0.26
H: 1.847 3.410 -0.295  0.11
H: 0.186 4.038 -0.319  0.20
H: 1.349 4.532 -1.565  0.54
C: 0.856 -2.368 1.866  -1.45
H: -0.007 -2.587 2.531  0.51
H: 1.755 -2.380 2.500  0.31
H: 0.960 -3.214 1.175  0.32

As for the multiplicity: 3. Its HOMO energy (alpha / beta) is -9.7288 / -9.7258 eV. For the HOMO-LUMO gap (alpha / beta), the calculation gives 7.4 / 7.4 eV. The value obtained for the energy above the lowest of the compared OMol25 structures with the same formula, charge and spin is 229.6 kJ/mol. Its expectation value of S² is 2.004. Its total charge is +1. The total energy is -65245.90734 eV. The LUMO energy (alpha / beta) is -0.0840 / -0.0847 hartree.

No. 5
DFT (ωB97M-V with the def2-TZVPD basis set) results for a cluster of 2 separate species, C5H9NS in total in a non-equilibrium geometry.

Last column: Mulliken charge in e.
Geometry (Å):
C: -0.744 1.279 -3.086  -0.28
C: 0.441 -0.348 -0.336  0.29
C: 1.514 0.317 1.769  -1.05
C: -0.484 -1.445 1.663  -1.05
C: 0.556 -0.594 0.984  0.32
N: 0.185 -0.150 -1.506  -0.44
S: -2.170 1.909 -2.575  -0.11
H: 0.206 1.920 -2.819  0.17
H: 1.094 1.364 1.622  0.26
H: 2.567 0.359 1.390  0.31
H: 1.359 0.015 2.861  0.28
H: -0.363 -2.495 1.355  0.30
H: -1.443 -0.908 1.451  0.29
H: -0.216 -1.422 2.765  0.28
H: -2.865 0.976 -3.281  0.15
H: 0.363 -0.777 -2.256  0.29

Its HOMO energy is -7.8272 eV. For the HOMO-LUMO gap, the calculation gives 8.4 eV. The value obtained for the energy above the lowest of the compared OMol25 structures with the same formula, charge and spin is 513.2 kJ/mol. Its total charge is 0. The total energy is -17650.87489 eV. The LUMO energy is 0.0219 hartree.

No. 6
DFT (ωB97M-V with the def2-TZVPD basis set) results for a cluster of 3 separate species, C7H12O2S in total in a non-equilibrium geometry.

Last column: Mulliken charge in e.
Geometry (Å):
C: 0.513 2.011 0.795  -0.32
C: -0.453 2.724 0.969  0.16
C: 1.678 1.134 0.769  -1.24
C: -0.505 -1.136 1.501  -1.26
C: -1.580 -0.752 -0.808  -1.25
C: 0.416 -2.213 -0.479  -0.74
C: -0.487 -1.425 0.064  1.00
O: -0.953 1.663 -2.695  -0.44
O: 1.405 1.122 -2.852  -0.48
S: 0.227 1.163 -2.037  0.85
H: 1.692 0.428 -0.097  0.27
H: 2.516 1.730 0.622  0.36
H: 1.771 0.589 1.645  0.36
H: -0.634 -0.032 1.728  0.16
H: -1.345 -1.552 2.004  0.40
H: 0.408 -1.501 2.093  0.29
H: -1.670 0.346 -0.543  0.10
H: -2.387 -1.380 -0.599  0.50
H: -1.105 -1.004 -1.795  0.35
H: 0.547 -2.488 -1.572  0.25
H: -1.169 3.444 1.051  0.48
H: 1.118 -2.868 0.237  0.20

Its HOMO energy is -9.6100 eV. For the HOMO-LUMO gap, the calculation gives 8.9 eV. The value obtained for the energy above the lowest of the compared OMol25 structures with the same formula, charge and spin is 259.7 kJ/mol. Its total charge is 0. The total energy is -22379.74400 eV. The LUMO energy is -0.0258 hartree.